Record 1
13
Properties=species:S:1:pos:R:3:forces:R:3 method="wB97M-V/def2-TZVPD" homo_ev="-14.112 / -14.243" relative_energy_ev=9.774 lumo_ev="-6.00 / -6.05" homo_lumo_gap_ev="8.1 / 8.2" largest_force_ev_per_a=3.35 total_charge=+1
C -0.747 0.815 -1.851 -2.49 0.75 -1.78
C 0.490 0.597 -2.137 -0.57 -2.11 -0.74
C 1.271 0.623 -0.958 0.45 -0.98 0.61
C -0.306 -0.718 1.851 1.46 0.18 2.44
N -0.484 -1.042 0.494 1.04 0.94 -1.49
N -0.190 0.718 -0.559 0.18 -2.03 1.54
H -1.760 0.928 -2.327 1.31 0.03 1.11
H 1.926 -0.170 -0.580 -0.76 -0.02 -0.17
H 1.686 1.549 -0.973 1.56 2.83 0.89
H -0.984 -0.098 2.522 0.45 0.09 -1.67
H -0.327 -1.621 2.585 0.27 0.46 -1.86
H 0.802 -0.390 1.866 -1.78 -0.21 0.69
H -1.378 -1.190 0.067 -1.12 0.07 0.44


Record 2
13
Properties=species:S:1:pos:R:3:forces:R:3 method="wB97M-V/def2-TZVPD" homo_ev=-14.271 relative_energy_ev=4.867 lumo_ev=-3.70 smiles="[H]/N=C/[C@]12C[C@@H]1[NH2+]2" homo_lumo_gap_ev=10.6 largest_force_ev_per_a=4.97 total_charge=+1
C -1.300 0.676 -0.025 -4.91 0.46 0.59
C 1.396 0.829 -0.213 0.61 -3.39 -1.78
C 1.067 -0.334 0.702 0.51 0.31 2.08
C 0.068 0.223 -0.219 -1.98 -0.02 1.02
N -2.264 -0.171 0.106 2.17 -0.68 -0.30
N 0.443 -1.177 -0.327 -0.20 -3.73 -0.60
H -1.635 1.755 0.022 1.52 -0.76 -0.14
H 1.392 1.756 0.242 0.55 1.84 0.68
H 2.004 0.531 -1.085 0.13 1.01 0.49
H 1.230 -0.538 1.818 -0.68 0.17 -2.07
H -3.253 0.055 0.286 1.00 0.83 -0.23
H 0.987 -1.479 -1.125 0.80 0.62 -0.53
H -0.135 -2.125 -0.182 0.47 3.33 0.79


Record 3
14
Properties=species:S:1:pos:R:3:forces:R:3 method="wB97M-V/def2-TZVPD" homo_ev="1.066 / -5.985" relative_energy_ev=0.809 lumo_ev="4.20 / 2.99" s2=2.0062 spin_multiplicity=3 homo_lumo_gap_ev="3.1 / 9.0" largest_force_ev_per_a=4.87 total_charge=-1
C 0.561 -0.023 0.082 1.78 -1.41 1.09
C -0.403 0.956 -0.449 0.67 -0.06 0.46
C -1.301 -1.161 -0.146 -0.83 -2.78 -3.26
C 2.041 0.213 0.393 -1.76 3.51 -2.28
N 0.072 -1.220 0.192 0.73 0.12 -0.68
N -1.664 0.222 -0.394 -2.44 1.45 3.96
O -2.517 0.679 0.603 1.84 -0.75 -2.85
H -0.391 1.798 0.220 -0.51 0.67 -0.35
H -0.082 1.151 -1.462 -0.08 0.70 -0.88
H -1.673 -1.828 -1.101 1.45 1.51 1.65
H -1.833 -1.679 0.608 -1.16 0.31 1.19
H 2.088 0.843 1.285 0.23 0.60 -0.49
H 2.661 0.704 -0.566 -1.28 -0.95 1.98
H 2.439 -0.654 0.736 1.34 -2.91 0.46


Record 4
14
Properties=species:S:1:pos:R:3:forces:R:3 method="wB97M-V/def2-TZVPD" homo_ev=-15.113 relative_energy_ev=3.705 lumo_ev=-6.41 homo_lumo_gap_ev=8.7 largest_force_ev_per_a=6.13 total_charge=+1
C 0.254 -1.477 -0.628 1.64 -3.61 -1.48
C -0.242 -0.780 -1.783 -0.88 2.63 0.71
C -0.337 -0.866 0.345 0.06 0.98 3.88
C -1.484 1.223 0.699 -0.57 -0.63 -1.58
N -1.031 0.249 -1.461 0.76 -0.32 -2.86
N -1.050 0.304 -0.118 0.26 -0.96 1.53
O 1.779 0.852 0.761 0.14 6.07 -0.85
H 0.942 -2.462 -0.632 -1.87 2.72 0.14
H 0.126 -0.907 -2.771 -0.41 -0.13 -0.84
H -0.254 -1.013 1.410 -0.13 -0.02 0.02
H -1.233 1.003 1.710 -0.01 0.12 0.75
H -2.136 2.101 0.449 1.05 -0.94 -0.32
H 2.455 1.638 0.936 -2.21 -2.45 -0.61
H 2.213 0.136 1.082 2.16 -3.47 1.53


Record 5
14
Properties=species:S:1:pos:R:3:forces:R:3 method="wB97M-V/def2-TZVPD" homo_ev=-13.076 relative_energy_ev=2.541 lumo_ev=-3.95 homo_lumo_gap_ev=9.1 largest_force_ev_per_a=3.79 total_charge=+1
C 1.170 -0.119 1.134 0.39 -0.69 -0.19
C 2.125 -0.207 2.110 -2.18 -1.08 0.21
C 2.971 0.918 0.514 3.29 0.63 -0.81
C -2.505 -0.428 -1.677 -2.12 0.22 -0.78
N 1.797 0.607 0.122 -1.09 0.10 -1.96
N -1.847 0.012 -0.698 2.55 -0.41 -2.78
O 3.239 0.394 1.683 0.61 1.28 -0.04
H 0.239 -0.619 0.880 0.07 0.37 0.63
H 2.109 -0.657 3.110 0.16 0.26 -0.71
H 3.762 1.431 -0.096 -0.95 -0.54 0.99
H -2.006 -0.467 -2.726 -0.93 -0.09 1.88
H 1.545 0.788 -0.889 -0.46 -0.33 1.79
H -3.681 -0.665 -1.618 2.62 0.25 -0.23
H -2.190 0.080 0.200 -1.97 0.03 1.99


Record 6
14
Properties=species:S:1:pos:R:3:forces:R:3 method="wB97M-V/def2-TZVPD" homo_ev=-15.027 relative_energy_ev=1.898 lumo_ev=-3.71 smiles=OC[n+]1ccc[nH]1 homo_lumo_gap_ev=11.3 largest_force_ev_per_a=3.74 total_charge=+1
C 0.258 -1.585 -1.218 0.62 -0.92 -0.29
C 0.722 -1.811 0.048 0.29 0.49 -0.52
C -0.284 -0.297 -1.237 -1.50 -2.46 -2.39
C -0.606 1.414 0.557 -2.19 -0.91 0.67
N 0.486 -0.737 0.762 -0.88 0.84 0.67
N -0.206 0.112 0.002 -1.15 2.82 1.01
O 0.538 2.113 0.599 1.56 1.76 1.52
H 0.387 -2.397 -1.907 -0.35 0.47 -0.85
H 1.285 -2.588 0.441 0.69 -1.43 0.61
H -0.937 0.046 -2.111 1.26 0.38 1.83
H -1.255 1.976 -0.082 -0.96 -0.68 -1.10
H -1.270 1.278 1.506 1.71 -0.12 -0.98
H 0.597 -0.531 1.745 0.19 -0.08 -0.03
H 0.284 3.007 0.896 0.70 -0.16 -0.13


Record 7
15
Properties=species:S:1:pos:R:3:forces:R:3 method="wB97M-V/def2-TZVPD" homo_ev="-12.913 / -12.590" relative_energy_ev=8.488 lumo_ev="-7.38 / -5.51" homo_lumo_gap_ev="5.5 / 7.1" largest_force_ev_per_a=3.30 total_charge=+1
C 2.707 1.405 -0.223 0.32 -2.69 1.70
C -0.265 -0.045 -0.572 -1.30 -0.16 1.01
C -1.760 1.682 0.044 1.79 1.28 0.73
C -0.424 -2.334 0.203 2.00 0.15 -0.10
N 2.573 -0.820 0.586 0.76 0.35 -0.40
N 2.719 0.228 0.074 -0.95 -0.31 0.93
O -1.315 0.319 0.083 0.85 -0.89 -0.64
O 0.139 -1.199 -0.561 0.85 1.02 -1.55
H 2.660 2.149 -0.888 -0.09 2.52 -2.12
H -2.139 1.920 -0.912 0.18 0.36 -1.24
H -0.918 2.298 0.445 -0.81 -0.21 -0.80
H -2.569 1.790 0.695 -1.13 -0.33 1.28
H -0.226 -3.179 -0.505 -0.56 0.54 1.27
H -1.389 -1.995 0.434 -1.67 -0.50 0.12
H 0.208 -2.221 1.096 -0.23 -1.13 -0.20


Record 8
15
Properties=species:S:1:pos:R:3:forces:R:3 method="wB97M-V/def2-TZVPD" homo_ev="-14.243 / -13.919" relative_energy_ev=7.815 lumo_ev="-4.61 / -5.24" homo_lumo_gap_ev="9.6 / 8.7" largest_force_ev_per_a=3.66 total_charge=+1
C 0.647 -0.755 1.240 1.59 2.06 1.23
C -0.526 -0.908 0.301 0.21 -1.30 -0.72
C -0.134 1.278 -1.000 -2.52 1.77 1.98
C 1.266 0.981 -1.268 -1.28 0.03 2.41
N 1.977 -0.556 0.559 -0.91 0.01 1.20
N -1.129 0.372 -0.194 0.54 0.28 -0.30
O 0.256 0.783 -2.197 0.63 -1.35 -1.45
O 1.968 0.011 -0.660 0.86 -0.54 -1.88
H 0.564 0.013 2.136 -0.18 -0.94 -1.93
H 0.864 -1.667 1.832 -0.47 0.11 -0.68
H -0.155 -1.572 -0.543 -1.03 0.87 0.79
H -1.341 -1.318 0.863 -0.32 -1.03 0.05
H -0.705 2.215 -0.967 1.04 0.25 -0.34
H -2.004 0.348 -0.764 0.89 -1.01 -0.12
H -1.546 0.775 0.661 0.98 0.80 -0.25


Record 9
16
Properties=species:S:1:pos:R:3:forces:R:3 method="wB97M-V/def2-TZVPD" homo_ev="-14.231 / -14.633" relative_energy_ev=9.001 lumo_ev="-6.82 / -6.94" homo_lumo_gap_ev="7.4 / 7.7" largest_force_ev_per_a=3.05 total_charge=+1
C 0.592 -0.899 0.342 -2.31 0.18 -0.19
C 1.819 -0.954 -0.001 -0.65 -0.39 -0.90
C -1.261 0.847 0.145 -2.69 -1.42 -0.27
C -1.688 -0.168 -0.989 2.59 0.90 -0.96
N 3.005 -0.272 -0.073 0.77 1.02 -1.37
N -0.172 0.196 1.011 -0.43 -0.96 1.64
O 3.312 0.337 -1.087 -0.55 -0.52 0.44
O 3.631 -0.364 0.940 1.39 0.10 1.73
S -1.061 2.470 -0.369 0.69 0.78 -0.18
H -0.199 -1.566 -0.002 1.02 -0.65 0.12
H -2.178 0.887 0.853 1.33 0.03 -0.92
H -0.894 -0.254 -1.863 -1.29 -0.23 2.17
H -2.495 0.238 -1.507 -1.55 0.98 -0.57
H -2.056 -1.085 -0.570 0.24 -0.70 0.04
H -0.810 -0.319 1.733 2.05 1.27 -0.83
H 0.455 0.906 1.437 -0.62 -0.38 0.06


Record 10
14
Properties=species:S:1:pos:R:3:forces:R:3 method="wB97M-V/def2-TZVPD" homo_ev=-8.398 relative_energy_ev=2.273 lumo_ev=0.74 homo_lumo_gap_ev=9.1 largest_force_ev_per_a=5.46 total_charge=0
C -2.140 -1.045 0.013 -0.55 1.10 -0.03
C -0.562 0.931 -0.035 0.88 -4.30 0.32
C 0.397 2.030 0.074 0.30 0.19 0.16
C 1.377 -1.290 -0.095 0.57 -0.35 -0.16
N -0.978 -1.585 0.055 0.62 -1.48 -0.01
N 0.047 -0.831 0.107 -1.97 5.10 -0.10
P -2.214 0.750 -0.054 0.07 -0.29 -0.03
H -3.017 -1.662 0.042 -0.16 -0.21 -0.04
H 0.041 2.871 -0.524 0.11 0.01 0.03
H 1.390 1.748 -0.267 0.08 0.01 -0.13
H 0.481 2.359 1.112 0.08 0.07 -0.02
H 1.402 -2.367 0.084 -0.02 0.11 0.02
H 1.722 -1.107 -1.118 0.00 0.02 0.04
H 2.055 -0.803 0.606 0.00 0.02 -0.03


Record 11
14
Properties=species:S:1:pos:R:3:forces:R:3 method="wB97M-V/def2-TZVPD" homo_ev=-14.555 relative_energy_ev=2.303 lumo_ev=-5.22 homo_lumo_gap_ev=9.3 largest_force_ev_per_a=2.35 total_charge=+1
C 0.331 1.018 -1.402 -1.46 -0.44 0.62
C -0.199 0.513 1.220 -0.76 -0.28 1.42
C 0.232 2.306 -0.697 -0.88 -0.94 0.27
C -0.961 -1.610 0.653 -0.37 -1.17 -1.39
N -0.183 -0.093 -1.077 0.73 -0.97 -0.17
N -0.532 -0.284 0.250 0.36 0.83 1.00
S 0.471 2.074 1.109 -0.65 -0.22 -0.64
H 0.654 1.109 -2.399 0.49 -0.29 -1.26
H -0.462 0.046 2.233 0.85 1.28 -1.30
H 1.039 2.822 -1.087 1.62 1.69 -0.21
H -0.681 2.756 -1.142 0.14 0.16 1.19
H -0.656 -1.850 1.635 0.19 0.27 1.24
H -0.430 -2.342 0.063 -0.04 -0.05 -0.59
H -2.026 -1.758 0.550 -0.22 0.14 -0.17


Record 12
14
Properties=species:S:1:pos:R:3:forces:R:3 method="wB97M-V/def2-TZVPD" homo_ev=-15.857 relative_energy_ev=2.045 lumo_ev=-4.98 homo_lumo_gap_ev=10.9 largest_force_ev_per_a=3.45 total_charge=+1
C 1.471 -1.121 -0.125 1.09 2.13 -0.25
C 2.807 -1.112 0.124 0.65 0.05 0.31
C -1.015 0.720 0.579 -3.10 -0.50 -0.57
C -0.274 0.655 -0.754 -0.98 -3.29 0.41
N 2.024 1.110 -0.276 -2.23 1.09 -0.43
N 1.091 0.240 -0.391 0.63 -2.20 0.10
S 3.380 0.490 0.146 1.85 -1.20 0.15
H 0.857 -2.010 -0.091 -0.51 0.45 -0.38
H 3.541 -1.900 0.266 -0.57 -0.14 0.18
H -2.203 0.813 0.482 2.64 -0.53 -0.19
H -0.788 1.538 1.197 0.81 1.07 0.77
H -0.764 -0.236 1.080 -0.51 0.63 0.06
H -0.188 1.464 -1.460 -0.37 0.28 0.04
H -0.691 -0.344 -1.182 0.60 2.15 -0.19